# 1
Below is a 11-piece molecular cluster, C31H65N7O9 overall, with properties calculated with the ωB97M-V functional and the def2-TZVPD basis.

Summary:
gap between HOMO and LUMO (alpha / beta) = 8.604 / 3.490 eV
total charge = +1
2S+1 = 2
LUMO energy (alpha / beta) = -2.664 / -7.779 eV

Each atom is followed by the atoms it is bonded to, with distances in Å.
Atoms and positions in Å:
1 C 8.445 -15.141 13.687  O2 1.234, N3 1.366, H6 1.101
2 O 8.169 -14.022 14.128  C1 1.234
3 N 9.372 -15.464 12.737  C1 1.366, C4 1.473, C5 1.521
4 C 9.684 -16.847 12.338  N3 1.473, H7 1.090, H8 1.090, H9 1.090
5 C 10.403 -14.459 12.245  N3 1.521, H10 1.090, H11 1.090, H12 1.090
6 H 7.905 -16.052 13.986  C1 1.101
7 H 10.665 -17.094 12.743  C4 1.090
8 H 9.947 -16.828 11.280  C4 1.090
9 H 8.904 -17.576 12.555  C4 1.090
10 H 11.396 -14.743 12.591  C5 1.090
11 H 10.224 -14.296 11.182  C5 1.090
12 H 10.273 -13.518 12.779  C5 1.090
13 C 0.189 -19.202 16.119  O14 1.273, N15 1.363, H18 1.101
14 O -0.899 -18.547 16.023  C13 1.273
15 N 1.386 -18.611 16.396  C13 1.363, C16 1.459, C17 1.534
16 C 2.698 -19.240 16.503  N15 1.459, H19 1.090, H20 1.090, H21 1.090
17 C 1.397 -17.134 16.809  N15 1.534, H22 1.090, H23 1.090, H24 1.090
18 H 0.216 -20.297 16.002  C13 1.101
19 H 3.393 -18.754 15.818  C16 1.090
20 H 2.697 -20.321 16.366  C16 1.090
21 H 3.052 -19.092 17.524  C16 1.090
22 H 2.156 -16.514 16.332  C17 1.090
23 H 0.431 -16.678 16.593  C17 1.090
24 H 1.574 -17.000 17.876  C17 1.090
25 C 8.371 -14.398 21.763  O26 1.228, N27 1.350, H30 1.101
26 O 9.496 -13.976 22.019  C25 1.228
27 N 7.902 -15.605 22.145  C25 1.350, C28 1.527, C29 1.503
28 C 6.584 -16.208 21.665  N27 1.527, H31 1.090, H32 1.090, H33 1.090
29 C 8.779 -16.514 22.959  N27 1.503, H34 1.090, H35 1.090, H36 1.090
30 H 7.623 -13.901 21.126  C25 1.101
31 H 6.668 -16.834 20.777  C28 1.090
32 H 5.978 -15.319 21.491  C28 1.090
33 H 6.082 -16.698 22.498  C28 1.090
34 H 9.816 -16.210 22.814  C29 1.090
35 H 8.525 -16.564 24.018  C29 1.090
36 H 8.782 -17.547 22.612  C29 1.090
37 C 8.042 -8.973 19.873  O38 1.216, N39 1.318, H42 1.101
38 O 8.303 -8.095 20.673  C37 1.216
39 N 8.284 -10.243 20.129  C37 1.318, C40 1.460, C41 1.471
40 C 7.828 -11.313 19.247  N39 1.460, H43 1.090, H44 1.090, H45 1.090
41 C 9.084 -10.738 21.259  N39 1.471, H46 1.090, H47 1.090, H48 1.090
42 H 7.366 -8.848 19.013  C37 1.101
43 H 7.050 -11.820 19.818  C40 1.090
44 H 8.537 -12.041 18.851  C40 1.090
45 H 7.474 -10.930 18.290  C40 1.090
46 H 10.009 -11.173 20.880  C41 1.090
47 H 9.324 -10.020 22.043  C41 1.090
48 H 8.544 -11.539 21.765  C41 1.090
49 C 10.940 -15.216 18.391  O50 1.239, N51 1.337, H54 1.101
50 O 11.414 -14.443 17.547  C49 1.239
51 N 9.917 -16.062 18.232  C49 1.337, C52 1.476, C53 1.468
52 C 9.159 -16.238 16.978  N51 1.476, H55 1.090, H56 1.090, H57 1.090
53 C 9.365 -16.853 19.339  N51 1.468, H58 1.090, H59 1.090, H60 1.090
54 H 11.265 -15.309 19.439  C49 1.101
55 H 9.504 -16.997 16.276  C52 1.090
56 H 9.245 -15.283 16.460  C52 1.090
57 H 8.108 -16.420 17.204  C52 1.090
58 H 9.042 -16.254 20.190  C53 1.090
59 H 8.551 -17.475 18.967  C53 1.090
60 H 10.140 -17.453 19.817  C53 1.090
61 C -0.240 -13.435 16.359  C62 1.524, H65 1.090, H66 1.090, H67 1.090
62 C 0.173 -13.021 17.766  C61 1.524, O63 1.224, C64 1.525
63 O 0.591 -11.886 17.951  C62 1.224
64 C 0.119 -14.116 18.826  C62 1.525, H68 1.090, H69 1.090, H70 1.090
65 H 0.207 -12.743 15.646  C61 1.090
66 H -1.330 -13.439 16.358  C61 1.090
67 H 0.155 -14.441 16.215  C61 1.090
68 H 0.186 -13.689 19.827  C64 1.090
69 H 1.026 -14.698 18.664  C64 1.090
70 H -0.787 -14.720 18.872  C64 1.090
71 C 5.237 -9.739 16.534  C72 1.556, H75 1.090, H76 1.090, H77 1.090
72 C 4.072 -9.453 15.544  C71 1.556, O73 1.199, C74 1.502
73 O 4.197 -8.545 14.771  C72 1.199
74 C 2.834 -10.294 15.668  C72 1.502, H78 1.090, H79 1.090, H80 1.090
75 H 6.109 -9.119 16.328  C71 1.090
76 H 5.617 -10.735 16.309  C71 1.090
77 H 4.996 -9.703 17.597  C71 1.090
78 H 2.732 -10.470 16.738  C74 1.090
79 H 2.978 -11.290 15.248  C74 1.090
80 H 2.053 -9.694 15.202  C74 1.090
81 C 4.499 -15.558 18.760  C82 1.516, H85 1.090, H86 1.090, H87 1.090
82 C 5.618 -14.647 18.294  C81 1.516, O83 1.205, C84 1.502
83 O 6.451 -14.312 19.098  C82 1.205
84 C 5.603 -14.051 16.916  C82 1.502, H88 1.090, H89 1.090, H90 1.090
85 H 3.593 -14.983 18.570  C81 1.090
86 H 4.659 -16.122 19.679  C81 1.090
87 H 4.677 -16.310 17.991  C81 1.090
88 H 6.583 -14.048 16.438  C84 1.090
89 H 5.103 -13.082 16.893  C84 1.090
90 H 5.072 -14.734 16.253  C84 1.090
91 C 2.732 -13.244 21.082  C92 1.478, H95 1.090, H96 1.090, H97 1.090
92 C 3.878 -13.502 21.979  C91 1.478, O93 1.181, C94 1.535
93 O 3.971 -14.447 22.681  C92 1.181
94 C 5.055 -12.536 21.786  C92 1.535, H98 1.090, H99 1.090, H100 1.090
95 H 2.751 -12.175 20.873  C91 1.090
96 H 1.761 -13.508 21.502  C91 1.090
97 H 2.763 -13.894 20.207  C91 1.090
98 H 5.884 -13.229 21.637  C94 1.090
99 H 5.105 -11.831 22.615  C94 1.090
100 H 4.873 -12.071 20.817  C94 1.090
101 C 4.388 -14.355 13.344  C102 1.511, H104 1.090, H105 1.090, H106 1.090
102 C 4.932 -15.533 14.118  C101 1.511, N103 1.114
103 N 5.430 -16.395 14.618  C102 1.114
104 H 3.298 -14.338 13.333  C101 1.090
105 H 4.677 -14.697 12.350  C101 1.090
106 H 4.713 -13.320 13.454  C101 1.090
107 C 9.433 -12.137 16.047  C108 1.448, H110 1.090, H111 1.090, H112 1.090
108 C 9.722 -10.792 16.500  C107 1.448, N109 1.158
109 N 9.869 -9.702 16.861  C108 1.158
110 H 10.306 -12.774 16.189  C107 1.090
111 H 9.336 -12.038 14.966  C107 1.090
112 H 8.539 -12.613 16.452  C107 1.090



# 2
Below is a 4-piece molecular cluster, C31H66F8N4O4S overall, with properties calculated with the ωB97M-V functional and the def2-TZVPD basis.

Summary:
gap between HOMO and LUMO = 8.700 eV
SMILES = CCCN[C@H](OC[C@@H](OC)[C@H](F)CC)S(=O)(=O)C(F)(F)C(F)(F)C(F)(F)F.CCN(CC)CC.CCN(CC)CC.CCN(CC)CC
LUMO energy = 0.668 eV

Each atom is followed by the atoms it is bonded to, with distances in Å.
Atoms and positions in Å:
1 C 5.046 -0.694 8.761  C2 1.531, H28 1.096, H29 1.102, H30 1.098
2 C 5.304 -2.198 8.626  C1 1.531, C3 1.545, H31 1.094, H32 1.098
3 C 4.027 -3.005 8.301  C2 1.545, N4 1.468, H33 1.102, H34 1.098
4 N 4.039 -3.878 7.121  C3 1.468, C5 1.431, H35 1.013
5 C 4.238 -3.247 5.852  N4 1.431, O6 1.400, S15 1.856, H36 1.099
6 O 3.276 -3.541 4.879  C5 1.400, C7 1.433
7 C 1.940 -3.517 5.397  O6 1.433, C8 1.530, H37 1.098, H38 1.099
8 C 0.933 -3.425 4.249  C7 1.530, O9 1.425, C11 1.542, H39 1.105
9 O -0.283 -3.941 4.784  C8 1.425, C10 1.419
10 C -1.260 -4.285 3.815  O9 1.419, H40 1.096, H41 1.102, H42 1.102
11 C 0.685 -2.021 3.660  C8 1.542, F12 1.413, C13 1.532, H43 1.103
12 F 1.938 -1.434 3.378  C11 1.413
13 C -0.144 -1.059 4.516  C11 1.532, C14 1.542, H44 1.099, H45 1.100
14 C 0.587 -0.434 5.722  C13 1.542, H46 1.099, H47 1.099, H48 1.097
15 S 5.795 -3.952 5.129  C5 1.856, O16 1.435, O17 1.440, C18 1.887
16 O 5.427 -5.125 4.388  S15 1.435
17 O 6.780 -3.959 6.178  S15 1.440
18 C 6.589 -2.807 3.857  S15 1.887, F19 1.331, F20 1.325, C21 1.575
19 F 5.902 -2.878 2.720  C18 1.331
20 F 7.766 -3.386 3.665  C18 1.325
21 C 6.849 -1.310 4.273  C18 1.575, F22 1.332, F23 1.353, C24 1.552
22 F 8.145 -1.043 4.123  C21 1.332
23 F 6.539 -1.163 5.582  C21 1.353
24 C 6.066 -0.230 3.480  C21 1.552, F25 1.319, F26 1.321, F27 1.312
25 F 6.561 -0.112 2.264  C24 1.319
26 F 4.782 -0.531 3.387  C24 1.321
27 F 6.176 0.922 4.096  C24 1.312
28 H 5.966 -0.155 9.016  C1 1.096
29 H 4.677 -0.275 7.812  C1 1.102
30 H 4.295 -0.485 9.535  C1 1.098
31 H 6.050 -2.374 7.845  C2 1.094
32 H 5.736 -2.578 9.561  C2 1.098
33 H 3.179 -2.313 8.173  C3 1.102
34 H 3.763 -3.649 9.150  C3 1.098
35 H 4.617 -4.697 7.270  N4 1.013
36 H 4.333 -2.161 5.995  C5 1.099
37 H 1.798 -2.706 6.124  C7 1.098
38 H 1.738 -4.462 5.919  C7 1.099
39 H 1.280 -4.097 3.444  C8 1.105
40 H -1.879 -5.083 4.242  C10 1.096
41 H -0.795 -4.654 2.887  C10 1.102
42 H -1.906 -3.428 3.564  C10 1.102
43 H 0.179 -2.152 2.688  C11 1.103
44 H -1.048 -1.585 4.854  C13 1.099
45 H -0.484 -0.257 3.843  C13 1.100
46 H 0.347 -0.950 6.662  C14 1.099
47 H 1.677 -0.464 5.588  C14 1.099
48 H 0.310 0.621 5.841  C14 1.097
49 C -2.432 -0.482 -0.672  C50 1.521, H56 1.091, H57 1.091, H58 1.091
50 C -1.092 -1.187 -0.815  C49 1.521, N51 1.454, H59 1.094, H60 1.102
51 N -1.106 -2.546 -0.298  C50 1.454, C52 1.452, C54 1.455
52 C 0.219 -3.120 -0.145  N51 1.452, C53 1.532, H61 1.095, H62 1.095
53 C 1.069 -3.357 -1.397  C52 1.532, H63 1.090, H64 1.091, H65 1.091
54 C -2.124 -3.419 -0.862  N51 1.455, C55 1.532, H66 1.093, H67 1.093
55 C -2.147 -3.576 -2.385  C54 1.532, H68 1.092, H69 1.092, H70 1.089
56 H -2.788 -0.537 0.358  C49 1.091
57 H -2.328 0.570 -0.944  C49 1.091
58 H -3.196 -0.913 -1.321  C49 1.091
59 H -0.338 -0.640 -0.242  C50 1.094
60 H -0.774 -1.130 -1.869  C50 1.102
61 H 0.108 -4.068 0.392  C52 1.095
62 H 0.775 -2.456 0.527  C52 1.095
63 H 0.700 -4.193 -1.992  C53 1.090
64 H 2.093 -3.591 -1.103  C53 1.091
65 H 1.103 -2.473 -2.035  C53 1.091
66 H -3.101 -3.047 -0.542  C54 1.093
67 H -2.014 -4.399 -0.389  C54 1.093
68 H -2.091 -2.604 -2.879  C55 1.092
69 H -3.085 -4.042 -2.697  C55 1.092
70 H -1.333 -4.194 -2.760  C55 1.089
71 C -3.869 2.028 -7.348  C72 1.522, H78 1.091, H79 1.091, H80 1.091
72 C -2.490 1.691 -6.798  C71 1.522, N73 1.451, H81 1.094, H82 1.102
73 N -2.498 1.447 -5.367  C72 1.451, C74 1.453, C76 1.453
74 C -1.175 1.439 -4.767  N73 1.453, C75 1.533, H83 1.094, H84 1.095
75 C -0.190 0.343 -5.191  C74 1.533, H85 1.090, H86 1.092, H87 1.091
76 C -3.412 0.412 -4.913  N73 1.453, C77 1.534, H88 1.093, H89 1.094
77 C -3.271 -0.988 -5.524  C76 1.534, H90 1.091, H91 1.092, H92 1.089
78 H -4.321 2.845 -6.783  C71 1.091
79 H -3.784 2.336 -8.391  C71 1.091
80 H -4.547 1.174 -7.315  C71 1.091
81 H -1.829 2.544 -6.976  C72 1.094
82 H -2.074 0.852 -7.378  C72 1.102
83 H -1.307 1.401 -3.681  C74 1.094
84 H -0.722 2.413 -4.981  C74 1.095
85 H -0.463 -0.633 -4.790  C75 1.090
86 H 0.807 0.584 -4.817  C75 1.092
87 H -0.122 0.258 -6.276  C75 1.091
88 H -4.434 0.759 -5.083  C76 1.093
89 H -3.303 0.348 -3.826  C76 1.094
90 H -3.222 -0.959 -6.613  C77 1.091
91 H -4.140 -1.591 -5.253  C77 1.092
92 H -2.386 -1.508 -5.158  C77 1.089
93 C -4.308 8.341 -3.245  C94 1.521, H100 1.091, H101 1.091, H102 1.091
94 C -3.303 7.414 -3.912  C93 1.521, N95 1.452, H103 1.094, H104 1.102
95 N -3.918 6.233 -4.490  C94 1.452, C96 1.452, C98 1.454
96 C -2.970 5.190 -4.841  N95 1.452, C97 1.534, H105 1.093, H106 1.095
97 C -1.939 5.488 -5.936  C96 1.534, H107 1.090, H108 1.092, H109 1.091
98 C -4.978 6.483 -5.453  N95 1.454, C99 1.534, H110 1.093, H111 1.093
99 C -4.649 7.351 -6.674  C98 1.534, H112 1.091, H113 1.092, H114 1.089
100 H -4.923 7.789 -2.533  C93 1.091
101 H -3.784 9.133 -2.709  C93 1.091
102 H -4.969 8.820 -3.969  C93 1.091
103 H -2.592 7.062 -3.159  C94 1.094
104 H -2.713 7.996 -4.639  C94 1.102
105 H -3.534 4.296 -5.118  C96 1.093
106 H -2.432 4.923 -3.926  C96 1.095
107 H -2.389 5.509 -6.929  C97 1.090
108 H -1.179 4.703 -5.941  C97 1.092
109 H -1.428 6.437 -5.772  C97 1.091
110 H -5.815 6.945 -4.921  C98 1.093
111 H -5.344 5.509 -5.786  C98 1.093
112 H -4.129 8.267 -6.387  C99 1.091
113 H -5.574 7.644 -7.175  C99 1.092
114 H -4.031 6.829 -7.402  C99 1.089



What is the formula in the first record? C31H65N7O9